C31H49F6GeN7O6S5Sr as an isolated structure. Source: OMol25; level of theory: ωB97M-V/def2-TZVPD.

XYZ file:
```
106
Properties=species:S:1:pos:R:3:forces:R:3
Sr 0.4724 0.4099 0.7640 -0.777 0.317 -0.042
C -4.8825 -3.2450 -3.1538 -0.015 -0.002 -0.005
C -4.8968 -1.9034 -2.4205 0.007 -0.004 0.007
S -3.6420 -1.6000 -1.1604 0.040 -0.043 0.025
C -2.1607 -1.2704 -2.1389 0.058 -0.058 -0.056
C -1.4805 -2.4618 -2.8092 0.004 0.032 0.028
S -0.7558 -3.7423 -1.7594 -0.006 0.031 0.120
C -2.1771 -4.6658 -1.1149 -0.018 0.003 -0.048
C -3.1149 -5.2515 -2.1802 -0.010 0.002 0.014
S -4.8533 -4.7293 -2.1161 0.007 0.008 -0.006
H -4.0602 -3.3096 -3.8652 -0.017 -0.001 0.011
H -5.8004 -3.3161 -3.7416 0.005 0.007 -0.008
H -5.8363 -1.8087 -1.8736 0.001 -0.004 -0.002
H -4.8718 -1.0894 -3.1509 -0.006 0.001 0.004
H -1.4741 -0.7933 -1.4366 -0.023 -0.003 0.009
H -2.4052 -0.5246 -2.9029 -0.019 0.019 0.020
H -0.6166 -2.0909 -3.3694 -0.006 -0.003 -0.002
H -2.1362 -2.9280 -3.5438 0.013 0.014 0.001
H -2.7284 -4.0504 -0.4105 -0.019 0.006 0.010
H -1.7033 -5.4732 -0.5527 0.006 0.013 -0.010
H -3.1634 -6.3348 -2.0692 -0.007 -0.003 0.006
H -2.7425 -5.0687 -3.1887 0.009 -0.010 0.001
F 5.1917 -2.2294 -0.7134 0.083 -0.033 0.023
C 4.0689 -1.9130 -1.3333 -0.101 -0.011 0.077
F 3.8070 -2.8074 -2.2766 0.012 -0.025 -0.061
F 4.1970 -0.7116 -1.8915 0.012 0.099 -0.074
S 2.6739 -1.8974 -0.1345 0.030 0.079 0.076
O 1.5220 -1.4602 -0.8962 0.143 0.039 0.058
O 2.6396 -3.1963 0.4641 -0.011 -0.027 0.055
N 3.1059 -0.7201 0.8470 0.066 -0.251 0.108
S 3.0428 -0.9822 2.4213 -0.068 0.010 -0.149
O 3.9668 -1.9164 2.9749 0.031 -0.055 -0.042
O 1.6529 -1.0442 2.8319 0.013 0.051 0.049
C 3.5691 0.7025 2.9560 -0.092 -0.084 -0.089
F 2.5625 1.5537 2.6627 0.150 -0.061 0.030
F 3.7548 0.7045 4.2604 0.012 0.013 0.159
F 4.6653 1.1142 2.3452 0.063 0.026 -0.025
C -2.0947 4.5050 1.8898 0.010 -0.007 -0.004
Ge -2.3155 2.5614 2.1465 0.001 -0.005 0.031
C -1.1280 2.0003 3.6429 0.027 0.001 -0.002
C -4.1387 2.3149 2.8670 0.012 -0.015 0.004
C -1.8385 1.5935 0.5632 -0.151 -0.065 -0.084
H -2.0780 5.0440 2.8398 0.011 0.001 -0.009
H -2.9361 4.8840 1.3060 0.007 -0.007 0.009
H -1.1804 4.7289 1.3372 -0.013 -0.004 0.004
H -1.2881 2.5937 4.5463 -0.001 -0.010 -0.008
H -0.0665 2.0890 3.3834 -0.008 0.000 0.001
H -1.3189 0.9543 3.9021 0.000 0.005 -0.005
H -4.2869 2.8996 3.7776 0.003 -0.003 -0.007
H -4.3298 1.2662 3.1066 0.007 0.010 -0.004
H -4.8792 2.6295 2.1297 0.007 -0.004 0.003
H -2.0391 2.2330 -0.3059 -0.004 -0.047 0.127
H -2.5127 0.7337 0.4449 -0.022 0.042 -0.025
O 3.5113 -5.2586 2.9734 -0.038 0.006 0.019
C 2.2923 -5.4430 3.6340 0.033 0.004 -0.019
N 1.2700 -4.5996 3.0243 0.009 0.003 -0.019
C 0.0748 -4.4487 3.6229 0.036 0.132 0.129
O -0.2342 -5.0879 4.6185 -0.018 -0.043 -0.058
C -0.8532 -3.3962 3.0784 -0.007 -0.009 -0.075
C -1.9613 -3.0664 3.8459 0.013 -0.024 0.039
C -2.7837 -2.0360 3.4325 -0.035 0.038 -0.034
C -2.4595 -1.3525 2.2724 -0.104 0.036 -0.101
N -1.4139 -1.6703 1.5049 0.421 0.049 0.110
C -0.6422 -2.6863 1.9040 -0.113 -0.074 0.032
H 3.8425 -4.3741 3.1712 0.015 0.039 -0.027
H 2.3504 -5.2018 4.6986 -0.027 -0.010 0.011
H 2.0199 -6.4928 3.5355 0.036 -0.013 -0.023
H 1.5604 -4.0429 2.2362 0.008 -0.027 -0.075
H -2.1396 -3.6192 4.7588 0.001 -0.005 -0.007
H -3.6551 -1.7455 4.0032 0.007 -0.002 -0.002
H -3.0649 -0.5210 1.9300 0.032 -0.014 0.015
H 0.1727 -2.9381 1.2351 0.027 -0.023 -0.035
N 5.9661 5.8738 2.8703 -0.013 -0.002 -0.007
C 4.9890 5.3941 2.5049 0.004 0.000 0.006
C 3.7657 4.7888 2.0447 0.002 0.000 -0.008
C 3.7365 4.0943 0.8411 -0.003 0.020 -0.002
C 2.5373 3.5248 0.4487 0.000 0.023 0.000
N 1.4163 3.5991 1.1683 0.100 -0.168 -0.068
C 1.4577 4.2738 2.3158 -0.064 0.041 -0.018
C 2.6022 4.8886 2.7969 -0.001 0.011 0.010
H 4.6247 3.9955 0.2336 0.000 0.000 -0.001
H 2.4736 2.9629 -0.4779 -0.016 0.002 -0.010
H 0.5315 4.3223 2.8766 0.024 -0.010 0.000
H 2.5902 5.4246 3.7351 0.000 -0.001 0.001
C 0.9841 4.0453 -5.2128 0.000 0.003 0.005
C -0.0806 3.0741 -4.7170 0.009 -0.011 0.007
N 0.4310 2.0389 -3.8222 0.038 0.040 -0.008
C 1.0451 0.8682 -4.4381 0.002 0.009 0.003
C 2.5696 0.9111 -4.4879 0.000 -0.013 0.000
C 0.4047 2.1648 -2.4681 -0.297 -0.169 -0.028
C -0.2698 3.3760 -1.8929 0.122 0.102 -0.012
N 0.8750 1.2737 -1.6524 0.233 0.045 -0.093
H 0.5252 4.8314 -5.8140 0.003 -0.008 0.001
H 1.7261 3.5416 -5.8321 0.002 -0.001 0.005
H 1.5033 4.5150 -4.3759 -0.010 -0.002 -0.001
H -0.5448 2.5694 -5.5663 -0.011 -0.003 -0.003
H -0.8768 3.6163 -4.2145 0.012 0.009 -0.002
H 0.6441 0.7905 -5.4487 -0.003 -0.001 -0.005
H 0.7057 -0.0267 -3.9072 0.004 -0.004 -0.018
H 2.9172 1.7204 -5.1287 0.001 -0.001 0.000
H 2.9603 -0.0277 -4.8830 -0.006 0.005 0.004
H 2.9960 1.0614 -3.4969 0.000 -0.001 0.026
H -1.3249 3.3966 -2.1696 0.022 -0.011 -0.004
H 0.1938 4.2956 -2.2548 0.002 0.011 -0.002
H -0.2131 3.3331 -0.8107 0.053 0.010 0.020
H 1.2919 0.4892 -2.1448 0.047 0.029 0.023
```
Positions in Å, forces in eV/Å.

Calculated values
- total energy (Ha) = -6743.21553
- LUMO (eV) = -0.62
- spin multiplicity = 1
- gap between HOMO and LUMO (Ha) = 0.2345
- F_max (eV Å⁻¹) = 0.8
- energy above the lowest of the compared OMol25 structures with the same formula, charge and spin (eV) = 0.386

Here are the Mulliken charges for atoms 1 to 2, given in e: Sr 1.610; C -0.688

C31H49F6N5O4P2RbS2 as an isolated structure in a non-equilibrium geometry. Source: OMol25; level of theory: ωB97M-V/def2-TZVPD.

XYZ file:
```
100
Properties=species:S:1:pos:R:3:forces:R:3
Rb 0.5879 -0.5237 0.9926 -0.730 0.439 -1.252
C 1.5145 2.2346 -1.8328 0.038 0.240 0.287
C 1.2993 1.2767 -2.9918 0.098 -0.085 -0.171
C 1.2452 2.0599 -4.2986 -0.088 0.016 -0.095
P -0.1721 0.1863 -2.6588 -0.008 -0.060 0.548
C -0.2919 -0.7990 -4.2266 -0.052 0.006 -0.146
C -1.4504 -1.7846 -4.0799 -0.035 -0.028 -0.010
C 1.0067 -1.5620 -4.4779 0.038 -0.078 -0.018
C -1.6031 1.3160 -2.7495 0.027 0.017 -0.088
C -2.1759 1.7004 -3.9602 0.038 -0.013 -0.068
C -3.3356 2.4521 -4.0371 0.012 -0.007 -0.003
C -3.9443 2.8330 -2.8434 -0.111 0.064 -0.013
C -3.4029 2.4833 -1.6290 -0.004 -0.003 0.060
C -2.2028 1.7321 -1.5229 -0.033 -0.013 -0.038
N -1.5852 1.5035 -0.3407 0.224 -0.027 -0.098
C -2.2683 1.2976 0.8139 0.259 0.023 0.156
C -3.5204 0.6497 0.9100 -0.023 -0.050 -0.119
C -4.0720 0.3279 2.1319 -0.082 -0.013 0.113
C -3.4149 0.6318 3.3206 0.035 -0.005 -0.057
C -2.1945 1.2902 3.2499 -0.064 -0.088 0.089
C -1.6191 1.6436 2.0374 0.036 0.234 -0.007
P -0.0598 2.6080 1.8633 -0.132 -0.319 -0.066
C -0.6820 4.3324 1.5027 0.108 0.135 0.145
C -2.1269 4.6060 1.9030 -0.071 -0.045 0.022
C -0.4699 4.7085 0.0396 0.023 0.029 -0.071
C 0.5576 2.6968 3.6233 -0.214 0.194 0.172
C -0.1530 3.6372 4.6014 -0.022 0.045 -0.051
C 2.0534 3.0055 3.6168 0.084 -0.029 -0.157
H 2.3797 2.8741 -2.0335 0.005 0.031 -0.011
H 1.6830 1.7646 -0.8596 -0.058 -0.162 -0.166
H 0.6449 2.8774 -1.6989 -0.038 0.013 -0.060
H 2.1452 0.5776 -3.0207 -0.013 0.046 -0.034
H 0.3966 2.7480 -4.2926 0.000 0.001 0.033
H 1.1353 1.4135 -5.1709 0.015 -0.044 -0.016
H 2.1502 2.6568 -4.4412 0.052 -0.010 0.038
H -0.4865 -0.1713 -5.1019 0.025 0.041 0.059
H -1.2509 -2.4869 -3.2670 0.025 -0.012 0.039
H -1.5815 -2.3619 -4.9992 -0.015 -0.018 -0.020
H -2.3896 -1.2769 -3.8578 -0.015 0.038 -0.009
H 1.2548 -2.1908 -3.6198 -0.017 0.017 0.033
H 1.8527 -0.9021 -4.6705 0.008 0.040 -0.008
H 0.8953 -2.2183 -5.3457 -0.007 -0.011 -0.024
H -1.7003 1.3892 -4.8827 -0.032 0.012 -0.040
H -3.7535 2.7307 -4.9954 -0.012 0.006 -0.015
H -4.8543 3.4243 -2.8593 0.004 0.000 -0.032
H -3.8848 2.8128 -0.7167 0.000 -0.010 0.035
H -4.0358 0.3752 -0.0030 0.023 0.002 -0.008
H -5.0273 -0.1867 2.1570 0.010 0.005 0.023
H -3.8318 0.3524 4.2790 -0.018 -0.006 0.005
H -1.6833 1.5171 4.1765 -0.016 -0.028 -0.015
H -0.0192 4.9689 2.1044 -0.035 -0.002 0.008
H -2.8073 4.0256 1.2777 0.000 -0.013 -0.033
H -2.3619 5.6643 1.7605 -0.001 0.036 0.003
H -2.3431 4.3388 2.9361 0.037 0.010 0.033
H -1.0491 4.0571 -0.6146 -0.031 -0.010 -0.012
H 0.5776 4.6274 -0.2502 0.039 -0.014 0.020
H -0.7916 5.7399 -0.1308 -0.001 0.025 -0.010
H 0.4339 1.6713 3.9838 0.011 -0.015 -0.038
H -0.0174 4.6811 4.3090 0.011 0.015 -0.032
H 0.2691 3.5330 5.6047 0.018 -0.043 0.022
H -1.2246 3.4541 4.6673 0.029 0.002 -0.001
H 2.2507 3.9990 3.2035 -0.029 0.036 -0.003
H 2.6085 2.2872 3.0106 -0.022 -0.013 0.018
H 2.4607 2.9820 4.6290 0.003 -0.005 0.070
F 4.9935 -0.2559 1.9362 0.026 0.042 0.034
C 4.1223 -1.0271 1.2949 0.062 -0.193 0.377
F 3.2800 -0.2252 0.6355 -0.005 -0.023 -0.075
F 4.7834 -1.7565 0.3906 0.004 0.006 -0.006
S 3.3003 -2.2283 2.4799 -0.156 0.381 0.271
O 2.6523 -3.1906 1.6371 0.052 -0.118 -0.124
O 4.3948 -2.6334 3.3057 0.042 -0.098 0.064
N 2.2574 -1.2448 3.1902 0.308 -0.382 0.086
S 0.9992 -1.8275 3.9704 0.203 0.219 -0.147
O 1.0591 -3.2249 4.2659 -0.059 -0.169 0.039
O -0.2161 -1.2855 3.4084 0.209 -0.191 0.642
C 1.1701 -0.9922 5.6225 -0.029 -0.021 0.046
F 1.6805 0.2306 5.5315 0.060 0.222 -0.158
F 1.9572 -1.7079 6.4183 0.156 -0.142 0.022
F -0.0278 -0.8968 6.1984 -0.181 -0.069 -0.005
C -1.1255 -3.3509 0.0726 -0.207 0.045 0.026
N -0.2093 -4.3541 -0.4292 -0.019 -0.031 -0.085
C -0.1955 -5.5528 0.3897 -0.058 -0.137 0.138
C 0.9837 -3.9034 -0.9645 0.009 -0.048 0.086
N 1.2719 -2.6587 -0.9592 0.144 -0.125 -0.075
N 1.7966 -4.9266 -1.4771 0.051 0.072 -0.056
C 3.1649 -4.5666 -1.7806 0.012 0.023 0.093
C 1.2081 -5.7903 -2.4860 -0.072 -0.013 -0.005
H -2.1419 -3.7520 0.0728 0.058 -0.067 -0.020
H -1.1092 -2.4696 -0.5662 0.055 0.007 0.018
H -0.8916 -3.0783 1.1107 0.036 0.090 -0.041
H 0.0608 -5.3146 1.4303 0.006 -0.002 -0.030
H 0.5268 -6.2736 0.0186 -0.012 0.035 0.009
H -1.1886 -6.0087 0.3774 0.022 0.015 -0.002
H 2.1140 -2.5019 -1.5040 -0.020 0.151 0.025
H 3.2570 -3.9408 -2.6815 -0.006 0.006 -0.008
H 3.7331 -5.4813 -1.9527 0.003 -0.003 0.000
H 3.6041 -4.0436 -0.9313 -0.005 0.006 -0.019
H 0.1699 -6.0026 -2.2443 0.011 0.010 -0.008
H 1.7599 -6.7316 -2.5237 -0.005 -0.004 -0.033
H 1.2406 -5.3240 -3.4815 0.002 -0.035 0.006
```
Positions in Å, forces in eV/Å.

Calculated values
- charge = -1
- total energy (Ha) = -3887.86688
- LUMO (eV) = 2.09
- spin multiplicity = 1
- gap between HOMO and LUMO (Ha) = 0.2118
- F_max (eV Å⁻¹) = 1.5
- energy above the lowest of the compared OMol25 structures with the same formula, charge and spin (eV) = 0.768

Here are the Mulliken charges for atoms 1 to 2, given in e: Rb 0.934; C -1.567

- Among the records above, which one has the highest LUMO?
  C31H49F6N5O4P2RbS2

- Which of these has the lowest LUMO?
  C31H49F6GeN7O6S5Sr